[1]
This record from the OMol25 dataset describes a 3-piece molecular cluster, C33H51Br4F3INO4PSi overall at a distorted geometry. The level of theory is ωB97M-V/def2-TZVPD.

Summary:
total charge = -1
LUMO level = 1.9 eV
HOMO-LUMO gap = 6.886 eV
DFT total energy = -358320.8503 eV

```
99
Properties=species:S:1:pos:R:3:forces:R:3
C -0.364 -2.854 3.876 -0.4 -0.1 -0.1
C -1.595 -3.094 3.029 0.2 0.5 -0.2
O -1.715 -2.033 2.103 -0.1 0.1 0.1
C -2.972 -2.026 1.467 -0.2 -0.1 0.2
C -2.846 -1.601 -0.014 0.9 -0.1 1.1
I -4.910 -2.009 -0.728 -0.4 -0.1 -0.2
O -1.974 -2.433 -0.606 -0.5 0.0 -0.2
P -0.333 -1.774 -1.011 1.3 -0.1 0.5
C 1.329 -0.893 -1.360 -0.4 0.1 -0.1
C 2.437 -1.275 -0.432 0.4 0.3 -0.3
F 3.489 -0.318 -0.527 0.0 0.0 0.1
C 0.162 -3.587 -1.406 -0.1 0.2 -0.8
C 1.166 -3.881 -2.476 0.5 -0.3 0.1
C 2.221 -4.769 -2.224 -0.1 0.1 -0.1
C 3.135 -5.133 -3.207 -0.3 0.2 0.0
C 3.034 -4.589 -4.480 -0.3 0.0 0.2
C 1.999 -3.694 -4.756 -0.2 -0.1 -0.1
C 1.871 -3.067 -6.122 0.3 0.3 0.5
C 1.080 -3.358 -3.767 0.2 -0.1 0.0
O -0.980 -0.234 -0.392 -0.2 0.3 -0.2
C -2.371 -0.122 -0.323 0.9 -0.6 -0.7
C -2.881 0.267 -1.735 0.1 0.6 0.5
C -2.038 1.311 -2.479 -0.4 0.2 -0.4
C -2.415 1.249 -3.930 0.0 0.3 0.3
N -3.698 1.755 -4.276 -0.1 -0.1 -0.4
O -1.711 0.743 -4.758 0.3 -0.6 -0.6
C -2.649 0.887 0.802 -1.0 0.0 -0.5
F -1.897 0.613 1.885 0.2 -0.1 0.3
F -3.970 0.707 1.207 -0.1 0.1 0.0
C -2.523 2.352 0.478 0.6 0.2 0.0
C -1.074 2.807 0.213 -0.2 0.4 0.3
Si -0.113 3.523 1.675 0.3 -0.2 -0.4
C -0.676 2.917 3.351 0.3 0.2 0.1
C 1.687 3.028 1.432 -0.2 0.1 0.2
C -0.183 5.414 1.525 0.2 0.0 0.3
C 0.947 6.163 1.892 -0.4 0.4 -0.1
C 0.965 7.557 1.802 -0.4 -0.5 -0.1
C -0.163 8.220 1.329 -0.1 -0.2 0.0
C -1.297 7.494 0.962 0.1 -0.2 0.1
C -1.310 6.105 1.060 0.6 0.1 0.3
H -0.601 -2.132 4.650 0.1 0.2 0.1
H -0.108 -3.788 4.368 0.3 -0.1 0.0
H 0.453 -2.484 3.265 0.2 -0.1 -0.1
H -2.474 -3.105 3.682 -0.1 -0.3 0.0
H -1.524 -4.033 2.473 -0.1 -0.2 0.0
H -3.366 -3.042 1.445 0.0 -0.2 -0.1
H -3.681 -1.419 2.033 0.0 0.1 -0.1
H -0.812 -1.513 -2.337 0.0 0.1 0.1
H 0.140 -1.989 0.325 -0.6 -0.1 0.1
H 1.643 -0.940 -2.403 0.0 -0.3 -0.1
H 1.135 0.161 -1.161 -0.1 0.2 0.0
H 2.898 -2.230 -0.678 -0.1 -0.2 0.1
H 2.127 -1.242 0.608 -0.1 -0.2 0.1
H 0.474 -4.050 -0.474 0.0 0.0 0.2
H -0.761 -4.079 -1.715 -0.2 0.0 0.1
H 2.306 -5.207 -1.238 0.0 0.0 0.1
H 3.905 -5.849 -2.963 0.2 0.0 0.0
H 3.747 -4.851 -5.249 0.1 0.0 -0.1
H 1.030 -2.381 -6.132 -0.3 -0.1 -0.2
H 1.784 -3.808 -6.911 -0.1 0.0 -0.1
H 2.755 -2.453 -6.297 0.1 0.0 -0.2
H 0.283 -2.667 -4.005 -0.1 0.1 0.0
H -2.818 -0.644 -2.320 -0.2 -0.2 0.0
H -3.912 0.608 -1.701 -0.2 -0.1 -0.1
H -0.978 1.102 -2.431 0.1 0.0 0.3
H -2.266 2.323 -2.151 0.2 0.1 0.2
H -3.668 2.763 -4.391 -0.1 0.1 0.5
H -3.903 1.380 -5.197 0.0 0.1 -0.1
H -2.933 2.886 1.334 -0.2 0.0 0.1
H -3.159 2.582 -0.371 -0.2 -0.1 0.0
H -1.114 3.604 -0.531 0.1 0.1 -0.1
H -0.466 2.019 -0.224 -0.1 -0.2 0.0
H -0.455 1.856 3.429 -0.2 -0.2 0.0
H -1.725 3.101 3.569 -0.1 -0.1 0.0
H -0.091 3.407 4.131 0.1 0.2 0.0
H 2.292 3.185 2.325 0.0 0.0 0.1
H 2.146 3.588 0.620 0.0 0.0 -0.1
H 1.741 1.968 1.187 0.0 -0.1 -0.1
H 1.835 5.673 2.267 0.0 -0.2 0.0
H 1.848 8.094 2.110 0.1 0.2 0.0
H -0.172 9.299 1.261 0.0 0.1 0.0
H -2.181 8.004 0.609 0.0 0.1 0.0
H -2.186 5.532 0.789 -0.2 0.1 -0.1
Br -1.241 -4.104 7.100 0.0 0.0 0.1
C -1.322 -2.681 8.423 -0.1 -0.2 0.0
C -2.509 -1.779 8.209 0.1 0.2 0.0
Br -2.252 -0.567 6.713 0.0 -0.1 0.0
H -0.377 -2.150 8.370 0.0 0.1 0.0
H -1.402 -3.184 9.385 0.0 0.0 0.0
H -2.658 -1.141 9.078 0.0 0.0 0.0
H -3.418 -2.336 8.007 0.0 0.0 0.0
Br 4.436 -1.623 -3.445 0.1 0.0 -0.1
C 5.426 -0.043 -3.977 -0.2 -0.2 0.0
C 6.909 -0.211 -3.780 0.1 0.2 0.1
Br 7.416 -0.075 -1.907 0.0 -0.1 0.0
H 5.021 0.788 -3.408 0.0 0.0 0.0
H 5.205 0.097 -5.034 0.0 0.0 0.0
H 7.454 0.585 -4.284 0.0 0.0 0.0
H 7.265 -1.174 -4.130 0.0 0.0 0.0
```
Forces are in eV/Å.

Atom charges from the Löwdin analysis, given in e for atoms 1 to 8:
1 C -0.098
2 C -0.273
3 O -0.160
4 C -0.279
5 C -0.749
6 I 0.858
7 O -0.301
8 P 0.685

[2]
This record from the OMol25 dataset describes C33H51Cl6Cu2N5O13Pd as an isolated structure at a distorted geometry. The level of theory is ωB97M-V/def2-TZVPD.

Summary:
2S+1 = 5
total charge = +2
LUMO level (alpha / beta) = -6.5 / -8.3 eV
HOMO-LUMO gap (alpha / beta) = 6.957 / 4.542 eV
DFT total energy = -236986.4861 eV

```
111
Properties=species:S:1:pos:R:3:forces:R:3
Cu -29.870 -12.915 -20.500 0.0 0.3 -0.8
Cu -25.802 -19.613 -24.565 -1.2 1.0 0.9
Pd -28.563 -15.202 -17.599 -0.7 -1.3 0.3
C -28.575 -16.448 -22.924 0.8 1.3 2.5
C -28.515 -15.619 -21.694 -0.5 1.1 -0.6
C -27.516 -16.072 -20.549 -0.9 -0.5 -0.9
O -27.451 -15.430 -19.496 0.8 -0.1 -1.5
C -26.764 -17.294 -20.810 -0.6 2.1 3.1
C -26.845 -18.014 -21.958 1.4 -3.5 -1.9
C -27.672 -17.482 -23.098 0.0 -0.8 -2.9
O -27.547 -17.987 -24.291 1.2 -0.7 1.8
O -26.196 -19.133 -22.016 -1.4 2.3 -1.1
O -29.126 -14.529 -21.543 1.1 -2.7 -0.4
H -29.107 -16.119 -23.804 -0.3 0.1 0.2
H -26.205 -17.716 -19.987 0.2 0.1 0.1
C -25.939 -11.037 -19.579 -3.4 -1.0 -2.8
C -24.880 -10.751 -18.813 4.3 2.2 1.9
C -24.622 -11.472 -17.472 4.4 0.0 1.0
O -23.454 -11.541 -16.853 -3.2 1.0 -2.3
C -25.553 -12.339 -17.010 -1.9 -1.3 0.9
C -26.749 -12.645 -17.728 -1.8 0.3 -2.4
C -26.992 -11.934 -19.224 -0.5 -1.5 2.3
O -28.000 -12.174 -19.876 1.0 0.3 0.8
O -27.591 -13.430 -17.309 1.0 1.4 0.1
O -24.093 -9.869 -19.236 -0.4 -1.0 0.8
H -26.026 -10.571 -20.550 0.1 0.3 -0.1
H -25.462 -12.940 -16.118 0.5 0.2 0.3
Cl -30.730 -17.054 -27.902 -0.1 0.2 0.1
C -30.137 -17.757 -26.395 0.9 -1.5 0.1
C -29.552 -19.250 -26.670 -0.8 2.3 0.4
Cl -30.648 -20.244 -27.635 0.1 -0.1 0.1
H -30.882 -17.689 -25.602 -0.3 -0.4 -0.4
H -29.302 -17.147 -26.049 0.1 -0.1 -0.2
H -29.375 -19.759 -25.723 0.1 0.2 -0.1
H -28.639 -19.043 -27.228 0.0 -0.5 0.0
Cl -23.194 -15.768 -19.482 0.5 -0.8 0.3
C -23.825 -14.150 -19.609 -0.5 0.6 0.1
C -23.757 -13.670 -21.014 1.0 0.3 -0.5
Cl -22.023 -13.645 -21.594 -1.1 0.0 0.1
H -23.319 -13.436 -18.958 0.2 -0.4 0.2
H -24.882 -14.231 -19.357 -0.1 0.2 0.3
H -24.091 -12.633 -21.047 -0.1 -0.1 -0.3
H -24.370 -14.323 -21.636 0.3 0.3 -0.3
Cl -24.201 -13.864 -25.362 0.3 0.7 -0.3
C -25.583 -14.725 -24.664 0.4 -0.2 0.1
C -26.826 -13.837 -24.532 0.4 -0.3 -0.9
Cl -26.642 -12.879 -23.084 -0.1 0.7 0.9
H -25.190 -14.969 -23.677 -0.5 -0.4 0.0
H -25.613 -15.612 -25.296 -0.9 0.0 0.2
H -27.796 -14.331 -24.465 0.4 -0.4 0.1
H -26.884 -13.135 -25.363 0.1 -0.1 -0.1
C -32.742 -13.351 -22.265 -0.7 2.1 0.6
O -31.647 -13.170 -21.783 2.0 -0.4 0.7
N -33.508 -12.297 -22.648 -0.5 -2.1 0.1
C -34.948 -12.674 -22.622 0.9 0.3 -0.5
C -33.121 -10.873 -22.686 -1.6 -0.9 -0.1
H -33.195 -14.354 -22.275 -0.1 0.2 -0.4
H -34.989 -13.642 -23.121 -0.5 0.2 -0.3
H -35.498 -11.894 -23.148 -0.3 -0.4 0.1
H -35.295 -12.852 -21.604 -0.2 0.5 0.0
H -33.417 -10.399 -21.750 0.7 0.1 0.3
H -32.107 -10.673 -23.031 -0.2 -0.3 0.3
H -33.868 -10.504 -23.388 0.4 0.5 -0.3
C -29.240 -10.656 -23.136 -0.9 -3.0 1.9
O -29.496 -11.279 -22.052 0.6 2.0 -2.5
N -29.410 -11.228 -24.359 1.0 2.0 1.5
C -28.961 -10.491 -25.511 0.8 0.8 -0.1
C -29.927 -12.528 -24.587 -1.0 -0.8 -0.3
H -28.837 -9.631 -23.143 -0.2 -0.3 0.0
H -28.159 -11.045 -25.999 -0.4 -0.2 -0.5
H -28.451 -9.576 -25.209 -0.1 0.1 0.3
H -29.762 -10.145 -26.165 0.0 -0.6 -0.2
H -29.278 -13.124 -25.228 0.1 0.2 -0.1
H -30.137 -13.097 -23.681 0.1 0.4 0.1
H -30.854 -12.378 -25.140 -0.3 -0.4 -0.1
C -29.143 -18.487 -17.830 -0.6 0.7 1.4
O -29.210 -17.247 -17.732 0.1 -0.5 -0.5
N -29.618 -19.187 -18.824 -0.3 0.1 -1.2
C -29.599 -20.636 -18.784 0.4 -0.7 -1.0
C -30.085 -18.627 -20.108 -0.2 -1.5 0.2
H -28.826 -19.158 -17.017 0.3 0.6 0.1
H -30.480 -21.080 -19.249 -0.4 0.4 0.2
H -29.464 -21.111 -17.812 0.1 0.6 0.0
H -28.800 -20.940 -19.460 0.3 -0.4 0.2
H -29.499 -19.025 -20.937 0.8 0.3 0.1
H -30.988 -19.210 -20.289 -0.7 0.9 0.0
H -30.173 -17.542 -20.168 -0.1 -0.3 0.4
C -26.078 -20.896 -18.359 -2.1 0.2 0.0
O -26.731 -20.348 -17.427 1.9 -1.7 -2.0
N -26.109 -22.193 -18.780 -0.2 0.2 0.8
C -25.331 -22.666 -19.906 1.3 2.2 -0.8
C -26.764 -23.261 -18.091 -1.0 -0.1 0.9
H -25.568 -20.361 -19.175 0.4 0.7 0.6
H -24.359 -23.058 -19.606 -0.3 -0.6 0.1
H -25.069 -21.759 -20.452 0.3 0.3 -0.1
H -25.784 -23.211 -20.734 -0.7 -0.7 0.9
H -27.478 -23.662 -18.810 0.3 -0.8 0.2
H -26.036 -23.950 -17.663 -0.1 -0.4 -0.5
H -27.369 -22.962 -17.234 0.1 0.6 -0.1
C -25.643 -16.845 -16.964 -1.4 1.3 0.8
O -26.669 -16.094 -16.802 2.3 -1.9 0.1
N -25.316 -17.899 -16.195 0.3 1.9 -0.4
C -23.925 -18.429 -16.306 -0.3 -0.3 -0.4
C -26.112 -18.152 -14.981 1.0 -1.2 0.1
H -24.899 -16.576 -17.729 -0.2 -0.3 0.0
H -23.987 -19.503 -16.478 0.2 0.0 0.2
H -23.211 -18.204 -15.513 -0.8 -0.1 0.9
H -23.344 -17.977 -17.111 -0.8 0.1 -0.6
H -27.038 -17.585 -14.886 0.5 0.2 -0.4
H -26.341 -19.217 -14.935 -0.2 0.0 -0.2
H -25.418 -18.003 -14.153 -0.3 0.4 0.3
```
Forces are in eV/Å.

Atom charges from the Löwdin analysis, given in e for atoms 1 to 8:
1 Cu 0.444
2 Cu 0.735
3 Pd 0.893
4 C 0.061
5 C -0.245
6 C -0.247
7 O -0.008
8 C 0.124